66
Properties=species:S:1:pos:R:3:forces:R:3:mulliken_charge:R:1 method="wB97M-V/def2-TZVPD" total_charge=+1 energy_ev=-76982.7160 spin_multiplicity=1 fmax_ha_per_bohr=0.0305
Ir -1.01780 1.28106 0.12517 1.0 0.5 1.1 1.768
C 0.91111 1.52550 4.43268 -0.1 0.0 -0.2 -2.042
C -0.02272 1.57210 3.23891 0.2 0.1 0.4 0.353
S 0.49864 0.61928 1.86897 -0.7 0.0 -1.3 -0.532
C -1.16106 2.26297 3.23701 0.0 0.2 0.2 1.076
C -1.63447 3.09215 4.40189 -0.1 0.0 -0.2 -1.550
S -2.25288 2.30516 1.87768 0.0 -0.3 -1.3 -0.421
H 1.75413 0.86376 4.23257 0.0 0.0 0.0 0.404
H 0.39682 1.15431 5.31984 0.1 0.0 0.0 0.488
H 1.30686 2.51622 4.66920 0.0 0.0 0.0 0.342
H -0.95347 3.05177 5.24833 0.0 0.0 0.0 0.429
H -2.61975 2.75820 4.73504 0.0 0.0 0.0 0.294
H -1.74205 4.13360 4.09093 0.0 0.0 0.1 0.304
C -4.57861 2.19997 -2.79757 0.0 0.0 -0.1 -1.020
C -3.38220 1.94472 -2.01314 0.1 0.0 -0.2 0.546
N -2.42691 1.73747 -1.42199 0.1 -0.1 0.9 -0.361
H -4.32386 2.81344 -3.66013 0.0 0.0 0.0 0.310
H -5.31466 2.72416 -2.19095 0.0 0.0 0.0 0.296
H -4.99960 1.25667 -3.14059 0.0 0.0 0.0 0.297
N 0.24150 0.26702 -1.35449 -0.8 0.1 0.2 -0.854
C 0.65468 -0.46174 -2.14923 0.2 0.0 -0.1 0.368
N 1.16336 -1.26809 -3.04221 0.0 0.0 0.0 0.121
C 2.59394 -1.59990 -3.04091 0.1 -0.2 0.1 -0.510
C 2.76146 -3.10829 -3.15580 0.0 0.0 -0.2 -0.691
C 2.03712 -3.61724 -4.40378 -0.1 0.0 0.2 -0.667
C 0.55474 -3.23865 -4.35399 0.2 0.1 -0.1 -0.575
C 0.39212 -1.73166 -4.20241 -0.1 -0.1 0.0 -0.729
H 3.04662 -1.21605 -2.12770 -0.1 0.0 0.0 0.293
H 3.06561 -1.10850 -3.89869 0.0 0.1 0.0 0.312
H 2.34864 -3.58627 -2.26411 0.0 0.0 0.0 0.308
H 3.82436 -3.34751 -3.20815 0.0 0.0 0.0 0.351
H 2.13703 -4.70009 -4.47340 0.0 0.0 -0.1 0.316
H 2.49644 -3.17555 -5.29339 0.0 -0.1 0.0 0.304
H 0.07341 -3.74112 -3.51140 0.0 0.0 0.0 0.289
H 0.05447 -3.55703 -5.26946 -0.1 0.0 0.0 0.348
H -0.65163 -1.45662 -4.06298 0.0 0.1 0.0 0.424
H 0.76915 -1.22472 -5.09677 0.0 0.0 0.0 0.320
O -2.10132 -0.61566 0.47367 0.3 0.5 -0.6 -0.791
S -2.52737 -0.95048 1.90378 0.1 -0.1 0.6 0.693
C -4.15495 -1.75866 1.68035 0.1 0.1 0.1 -0.763
C -3.98758 -3.26352 1.90175 0.1 0.0 -0.1 -0.606
C -2.53949 -3.58917 1.54878 -0.1 0.0 0.1 -0.499
C -1.71710 -2.53381 2.26849 -0.1 0.0 -0.2 -0.765
H -4.43616 -1.51310 0.65685 0.0 0.0 0.0 0.265
H -4.85816 -1.29315 2.36832 0.0 0.0 0.0 0.409
H -4.68870 -3.82780 1.28763 -0.1 0.0 0.0 0.311
H -4.18221 -3.51240 2.94625 0.0 0.0 0.0 0.304
H -2.39069 -3.49166 0.47099 0.0 -0.1 0.0 0.200
H -2.26270 -4.59980 1.84803 0.0 0.0 0.0 0.420
H -0.68053 -2.45657 1.94848 0.0 0.1 0.1 0.296
H -1.76101 -2.65392 3.35336 0.0 0.0 0.0 0.428
S 0.07769 3.46837 -0.30223 -0.7 -1.2 0.2 -0.374
C 1.67560 2.96177 0.13469 0.3 0.3 0.1 -0.020
N 2.44055 2.30746 -0.73117 0.0 -0.2 0.0 -0.017
C 3.69844 1.67572 -0.35060 0.1 0.0 0.1 -0.494
C 4.39360 2.53517 0.69496 -0.1 0.0 0.0 -0.821
C 3.43410 2.82417 1.83881 0.2 0.0 0.0 -0.407
N 2.17137 3.31862 1.30575 0.1 0.1 0.1 -0.009
H 1.96800 2.00072 -1.56644 0.0 0.1 0.0 0.274
H 4.31955 1.58216 -1.24063 0.0 0.0 0.0 0.407
H 3.50393 0.67578 0.04941 0.0 0.0 0.0 0.258
H 4.71174 3.47378 0.23855 0.0 0.0 0.0 0.347
H 5.27250 2.01634 1.07323 0.0 0.0 0.0 0.367
H 3.84789 3.58442 2.49940 0.0 0.0 0.0 0.387
H 3.24797 1.91962 2.42313 -0.1 0.0 0.0 0.162
H 1.52446 3.77511 1.93139 -0.1 -0.1 0.0 0.328